A 13-piece molecular cluster, C69H149N8O15 overall, computed with wB97M-V/def2-TZVPD.

Computed properties:
**Net charge**: +3
**Energy above the lowest of the compared OMol25 structures with the same formula, charge and spin**: 0.690 eV
**Frontier orbital gap**: 0.2994 Ha

Geometry as XYZ:
```
241
Properties=species:S:1:pos:R:3:forces:R:3
O 11.9140 16.3785 23.9503 0.7 -0.8 -0.2
O 14.0172 19.5548 16.1204 0.5 2.0 -2.2
O 10.5618 17.5728 25.1824 -0.2 0.5 -0.3
O 11.8326 16.1051 26.2348 0.5 -0.6 -0.5
O 18.5053 14.5307 26.8230 0.0 1.2 -0.4
O 21.7275 11.4947 22.6159 0.5 0.1 1.0
O 18.7593 16.4115 25.5672 -0.1 0.0 0.4
O 15.2684 9.8512 25.8011 0.4 -1.0 2.8
O 20.3110 13.2904 22.6051 0.4 -0.9 -0.4
O 14.9315 11.5020 24.4530 0.0 1.1 0.9
O 19.0311 16.4072 27.8125 -0.8 2.0 0.8
O 12.8010 18.6211 17.7440 0.9 -0.3 -1.1
O 14.4851 17.5020 16.7594 0.4 -0.1 -0.8
O 14.9387 11.8595 26.7527 -0.1 0.4 -1.0
O 20.4126 11.7887 20.9224 -0.4 0.0 -1.0
N 12.3472 22.1183 14.0779 0.0 1.1 1.1
N 10.9453 18.8430 20.5532 -1.5 -0.8 1.6
N 11.0961 12.7284 26.9594 -0.1 -0.4 -1.4
N 17.2540 9.7866 22.4514 -0.6 1.8 -2.3
N 17.9224 13.0266 30.1640 1.0 -0.1 0.1
N 15.4278 15.2936 24.3466 0.2 0.3 0.6
N 22.1191 11.1058 17.8296 0.8 -0.4 0.5
N 21.7461 16.3608 22.3463 1.3 0.9 1.4
C 22.7381 15.5924 21.5238 0.2 0.2 1.6
C 14.3186 13.9706 22.3977 0.6 -0.6 -0.4
C 10.0037 18.6629 21.7811 1.1 0.4 0.0
C 14.3533 10.0435 19.8902 1.2 0.0 -0.6
C 10.0195 10.9385 25.7067 -0.3 0.1 0.2
C 10.0910 19.0398 19.3186 -1.4 -0.2 1.5
C 12.4530 19.8378 12.9645 -0.8 1.7 0.6
C 22.0581 10.0399 18.9065 0.6 -0.7 -0.6
C 17.3184 14.3157 29.7122 -1.1 -0.6 -0.7
C 13.7127 18.6338 16.8420 -2.0 -0.8 3.4
C 11.8603 19.9072 20.9638 0.8 2.0 -0.6
C 10.5686 11.9847 24.7090 -0.5 -0.4 -0.2
C 11.5875 21.4855 15.2659 -0.7 0.5 -1.8
C 16.5766 14.3758 24.4864 3.0 1.7 -1.8
C 17.3100 15.2245 30.9442 0.2 -0.3 -1.2
C 18.6819 12.2769 29.0783 -0.4 -0.5 0.7
C 18.3214 14.5880 31.8911 0.9 1.5 0.3
C 10.0984 21.8041 14.9216 0.9 -0.1 -0.3
C 15.7504 10.3188 20.4473 -0.9 -0.6 0.8
C 10.5128 16.6319 19.7174 -0.4 -0.8 -0.7
C 20.2370 12.4396 16.5730 1.5 -0.6 -0.3
C 24.2039 12.1638 18.3416 -1.0 0.8 1.3
C 18.6343 11.3255 26.7532 -0.4 1.2 1.1
C 14.4675 14.9300 25.4239 1.2 1.9 0.1
C 9.5335 17.6243 19.0006 1.8 -0.5 -0.6
C 9.1831 19.8953 22.1911 1.8 1.3 0.0
C 18.8284 12.0941 16.1656 -0.8 1.1 1.0
C 21.5353 15.7156 23.7579 2.4 0.4 -1.0
C 19.7104 17.5332 22.5094 -0.4 -0.6 -2.0
C 10.8793 11.2636 26.9514 0.2 -1.1 0.7
C 13.2806 14.1608 21.2738 2.6 0.1 -1.2
C 13.7865 22.4321 14.4360 -0.7 -2.4 -0.6
C 12.2516 12.6600 29.2595 -0.3 -0.1 -1.5
C 22.8290 15.7602 24.6341 -1.0 -1.2 -0.4
C 17.6450 11.2645 22.5094 0.7 -1.7 0.2
C 15.0399 11.2438 25.6735 -0.4 -1.6 0.0
C 9.8259 13.4074 27.3104 -0.7 -1.4 1.1
C 22.4825 14.9639 25.9062 -0.6 -1.0 -1.1
C 20.4514 16.4445 21.6870 -0.7 0.5 0.2
C 23.1053 10.7137 16.7800 0.4 -0.8 -1.3
C 24.3136 11.6367 16.9644 0.9 -1.3 -1.0
C 12.2241 21.3600 12.8376 0.4 -1.4 -1.6
C 20.7421 12.2722 22.0110 0.1 0.6 0.8
C 14.7804 15.3242 22.9681 0.6 -0.5 0.4
C 15.0912 15.5264 26.6784 -1.1 -1.2 1.4
C 20.7208 11.2626 17.4699 -2.2 -1.0 -2.0
C 12.2444 13.1834 27.8006 -1.0 0.1 1.6
C 22.0842 17.9257 22.5371 1.0 -2.3 0.4
C 18.3326 9.0740 21.7089 -0.7 -1.8 -0.8
C 15.9145 16.6909 24.7610 1.6 0.3 -1.3
C 13.3990 13.1856 30.0359 1.3 1.4 0.0
C 12.4760 19.1756 11.6470 -0.7 0.5 -2.1
C 11.4258 12.9598 25.4704 -0.6 -0.7 1.3
C 17.2872 9.1005 23.7182 -0.8 -1.7 1.1
C 22.6842 12.3416 18.4262 -0.5 1.7 0.7
C 11.5990 17.5094 20.3208 1.3 0.3 0.5
C 18.7034 15.7658 26.6302 0.9 -1.4 0.0
C 10.1761 23.2110 14.3134 -0.3 0.7 0.2
C 15.8563 9.6908 21.8101 0.4 -1.1 0.7
C 11.5426 16.5756 25.1082 -1.3 1.4 1.0
C 19.4907 8.9557 22.7159 0.2 -0.8 -2.1
C 15.6466 16.8641 26.2457 -0.5 0.2 0.1
C 18.7513 8.9715 24.0654 1.2 1.2 -0.5
C 20.7665 18.5535 22.8718 0.0 0.8 0.3
C 18.9732 13.4451 31.1728 -0.1 0.0 -1.2
C 10.0372 20.9439 23.0561 -0.6 -2.5 1.5
C 11.6230 23.4305 13.8762 0.0 -0.1 0.3
C 16.9224 12.2213 30.9200 0.0 0.2 -1.1
C 17.7529 11.6908 28.0099 1.6 0.6 0.1
H 13.9427 13.3178 23.1585 -0.6 -0.1 0.7
H 17.3230 11.2354 31.1037 0.2 -0.1 0.5
H 11.9679 17.2119 21.3030 -0.2 -0.4 0.1
H 16.3285 13.3834 24.2575 -0.9 -1.3 0.2
H 19.1992 17.0654 23.3786 0.0 0.7 -0.8
H 23.1502 16.7261 24.9043 0.0 1.5 0.4
H 19.8906 13.6498 30.5755 -0.6 0.1 0.8
H 9.8984 24.0068 15.0340 0.0 -0.5 -0.5
H 20.6758 16.6552 20.6560 -0.1 1.0 -0.5
H 21.6184 15.4086 26.4298 0.5 -0.1 -0.1
H 11.6048 19.4515 13.5362 0.4 -0.3 0.2
H 18.2539 11.9139 17.0792 -0.1 -0.4 -0.1
H 14.3219 21.4852 14.5866 -0.3 0.2 0.6
H 13.9022 15.9590 23.1252 0.2 0.1 -0.4
H 12.2332 14.2415 27.7417 -0.3 1.2 0.1
H 12.4644 12.7815 25.3984 1.1 -0.3 -0.3
H 17.8567 14.7520 28.8767 0.8 -0.2 0.2
H 12.4989 17.7527 19.7201 -0.8 -0.5 -0.4
H 19.3016 11.4860 29.6524 -0.8 1.2 -1.2
H 22.8284 17.9776 23.3644 -0.3 0.1 -1.1
H 14.2012 15.6818 27.3363 0.9 -0.2 0.0
H 14.3343 13.9031 25.3399 -0.4 -1.8 0.4
H 18.7785 17.3774 27.7988 0.7 -1.6 -0.5
H 14.3253 13.2094 29.4451 -0.4 0.9 -0.5
H 19.3197 10.5112 26.9972 0.1 0.1 0.0
H 9.6818 21.1781 14.1292 0.3 -0.5 0.3
H 22.4445 18.2182 21.5412 0.2 0.1 0.5
H 22.6824 10.7241 15.7454 0.1 0.2 1.0
H 20.8830 12.5270 15.6418 -0.5 0.1 1.2
H 15.1213 10.0253 22.5587 0.5 0.5 -0.2
H 12.3152 14.3729 21.5806 -1.8 0.8 1.0
H 17.4623 11.7454 21.5885 -0.4 0.2 -1.0
H 10.8258 15.8247 19.0225 0.5 0.9 0.2
H 19.9372 15.5099 21.5955 -0.2 -0.9 0.7
H 19.1049 18.0421 21.7612 -1.0 -0.3 0.5
H 25.2433 11.0751 16.7964 -0.3 0.1 0.0
H 12.3620 11.6047 29.1791 0.1 -1.1 0.0
H 9.4039 21.4505 23.7683 -0.6 0.5 -0.2
H 15.5788 15.7511 22.3455 -0.6 0.2 -0.1
H 9.5877 17.4760 17.9216 0.1 0.1 0.0
H 13.3789 19.6485 13.4517 0.6 -0.1 0.9
H 24.3005 12.4106 16.2349 -0.1 0.8 -0.6
H 15.9029 11.3520 20.5210 0.2 1.6 0.0
H 10.5342 10.9848 27.9495 -0.5 -0.2 -0.3
H 17.1004 11.7163 23.2792 -0.7 0.6 1.2
H 9.2867 19.7461 19.6338 0.8 -0.3 -0.8
H 16.6161 12.8092 31.7654 0.1 -0.2 0.7
H 13.6529 14.9664 20.6005 -0.5 -0.4 0.3
H 15.1529 13.3218 22.0170 -0.3 1.0 0.1
H 11.7529 23.7504 12.8431 0.0 0.0 0.1
H 17.3172 14.6814 23.6535 -0.9 -0.4 1.2
H 13.7061 10.1012 20.7469 -0.9 0.1 -0.1
H 13.1555 12.9206 27.3497 1.1 -0.9 -0.8
H 24.5441 11.4376 19.0781 0.1 0.1 0.1
H 23.3494 14.8358 26.5468 -0.1 0.1 0.2
H 19.0490 12.5581 31.7593 0.9 -0.4 0.7
H 11.1216 11.4393 23.9657 0.5 0.1 -0.3
H 15.8385 14.8955 27.1809 -0.3 0.0 -0.3
H 18.5072 9.5205 20.7173 0.2 0.0 0.6
H 8.9998 13.0532 26.6897 0.4 0.5 -0.5
H 20.2419 11.2158 18.4385 -0.7 0.7 0.0
H 9.4386 21.7061 15.7792 0.1 0.2 0.1
H 14.1548 10.8156 19.1123 -0.3 -0.9 0.5
H 8.5590 17.2817 19.2666 -1.0 0.9 0.5
H 11.3438 20.9052 20.8598 0.5 -1.2 0.1
H 19.9917 7.9766 22.4862 -0.3 0.9 0.4
H 13.1863 13.2760 20.6452 0.2 -0.2 0.1
H 21.2848 14.6942 23.5272 -0.2 -0.4 0.0
H 12.9265 21.7565 12.0728 -0.2 0.0 0.7
H 8.6728 20.4491 21.3661 0.2 -0.7 0.6
H 20.6658 16.1830 24.1758 -0.1 0.3 0.6
H 16.8185 8.0917 23.5165 0.4 1.0 0.3
H 17.1828 14.4962 25.4286 -1.1 -0.2 -0.8
H 13.7765 12.5064 30.7393 -0.3 -1.3 1.6
H 8.4695 19.4533 22.8527 -0.8 0.1 0.4
H 16.3430 15.3393 31.4021 -0.4 0.2 0.1
H 22.3780 13.2325 17.8096 0.3 -1.0 0.3
H 9.7988 12.5139 24.1774 -0.5 0.1 -0.2
H 13.2016 14.1304 30.5815 0.3 -0.3 -0.6
H 21.4917 10.4925 19.7166 0.1 -0.3 0.4
H 19.0659 9.9081 24.5214 0.0 -0.3 0.6
H 18.8590 11.2274 15.5605 -0.3 -0.9 -0.7
H 12.0958 24.1464 14.5264 0.3 0.3 0.1
H 18.2442 12.8833 15.6760 0.6 -0.1 -0.2
H 21.9490 11.7871 23.5267 -0.5 0.1 -0.8
H 10.6789 18.3769 22.6359 -0.7 0.1 -0.8
H 24.6807 13.1383 18.5168 0.1 -0.5 -0.1
H 14.3730 9.0132 19.4952 -0.5 0.5 -0.1
H 8.9324 11.0428 25.9186 0.7 0.1 -0.1
H 13.5968 15.5154 25.2585 -0.9 0.0 -0.3
H 20.3400 10.3131 16.9440 1.0 1.1 0.7
H 19.2074 12.2559 26.4469 -0.8 -1.2 0.2
H 9.5440 23.2868 13.4360 -0.4 0.1 0.1
H 14.2339 22.8457 13.5801 0.4 1.0 -1.1
H 12.7659 19.9562 20.3561 -0.3 -0.3 -0.4
H 23.0808 9.7081 19.1901 -0.8 0.4 -0.1
H 21.5130 9.2063 18.4176 0.4 0.3 0.6
H 12.2056 19.8073 22.0077 -0.5 -0.3 -0.5
H 17.0466 16.6817 24.5912 -1.8 0.2 0.0
H 13.0176 18.2576 11.7355 -0.4 -1.0 -0.1
H 11.9151 20.4683 15.3637 0.0 -0.4 0.3
H 16.9453 12.3951 27.8061 0.3 0.0 -0.5
H 16.0481 12.1103 30.3145 -0.5 -0.2 -0.6
H 11.9326 22.0747 16.0838 0.1 0.2 0.9
H 19.2739 13.0935 28.6755 0.5 -0.3 -0.3
H 15.0583 17.7502 16.0034 -0.1 -0.5 0.6
H 11.8722 10.8316 26.8887 0.2 -0.2 -0.3
H 15.4112 17.4333 24.1151 0.2 -0.4 0.4
H 10.4538 17.8166 26.1098 0.0 -0.3 0.0
H 9.4101 17.8113 21.5052 -0.5 -0.2 0.2
H 15.6419 8.6203 21.7034 0.3 0.0 0.1
H 22.1459 13.9524 25.5360 0.3 0.8 0.7
H 22.3347 14.6192 21.4281 -0.3 -1.3 0.4
H 10.7732 19.3628 18.5595 0.2 0.4 -0.6
H 10.6556 21.6495 22.5604 0.2 0.5 -0.6
H 11.2320 13.9652 25.2792 -0.2 1.7 -0.5
H 16.5587 17.1678 26.7958 -0.7 -0.1 -0.3
H 22.1880 12.4709 19.4076 0.5 -0.1 -0.3
H 20.2078 9.7535 22.4506 -0.2 -0.4 0.9
H 20.2751 13.3452 17.1613 0.1 0.4 -0.1
H 11.4394 19.1253 11.2394 0.8 -0.7 0.2
H 9.4855 13.0392 28.2989 0.6 0.5 -0.2
H 23.7504 15.5783 21.9516 -0.6 0.1 0.1
H 19.0590 8.1213 24.6504 -0.3 -0.1 0.5
H 17.8984 14.2573 32.8058 -0.7 -0.4 0.8
H 16.4946 9.9084 19.8212 0.9 -0.4 -0.9
H 9.9376 16.0305 20.4449 0.4 0.6 0.2
H 14.8073 17.5486 26.4301 0.6 0.4 -0.2
H 17.6862 16.1552 30.5229 -0.3 0.4 0.6
H 16.3812 14.0369 29.2143 -0.2 0.3 0.6
H 23.7139 15.3408 24.1168 -0.6 -0.2 0.1
H 18.7092 11.3186 22.6206 0.3 0.1 0.5
H 20.7160 19.4768 22.2620 -0.4 -0.4 0.5
H 19.0114 15.3687 32.2178 0.3 -0.3 -0.2
H 15.3958 9.5905 26.7859 -0.4 1.0 -2.4
H 17.9858 10.9709 25.9639 -0.1 0.2 -0.3
H 17.2859 10.8672 28.5037 -0.4 -1.1 -0.2
H 10.6806 20.3685 23.7904 -0.4 0.3 -1.0
H 11.2358 21.5288 12.4087 -0.1 0.0 0.2
H 13.0354 19.6986 10.8503 0.0 0.3 0.5
H 10.0077 14.4509 27.2976 -0.1 1.0 -0.1
H 11.3422 12.8182 29.7941 -0.8 0.3 0.2
H 22.8025 15.9085 20.5251 -0.1 1.3 -1.2
H 17.9109 8.0369 21.5764 0.3 1.0 -0.3
H 10.1337 9.9272 25.2529 0.2 0.6 0.9
H 20.6226 18.8061 23.9215 0.5 0.2 0.0
H 23.3964 9.6834 17.0036 -0.2 0.1 -0.2
H 13.7805 23.0915 15.2603 0.2 0.5 0.9
H 16.6603 9.6169 24.4359 0.1 -0.1 0.1
```
Forces are in eV/Å.

Mulliken atomic charge list, values in e, 99 entries: atom 1 (O): -0.48, atom 2 (O): -0.67, atom 3 (O): -0.49, atom 4 (O): -0.74, atom 5 (O): -0.29, atom 6 (O): -0.68, atom 7 (O): -0.72, atom 8 (O): -0.64, atom 9 (O): -0.82, atom 10 (O): -0.46, atom 11 (O): -0.51, atom 12 (O): -0.58, atom 13 (O): -0.46, atom 14 (O): -0.51, atom 15 (O): -0.58, atom 16 (N): 0.22, atom 17 (N): 0.66, atom 18 (N): 0.91, atom 19 (N): 0.99, atom 20 (N): 0.44, atom 21 (N): 1.07, atom 22 (N): 0.70, atom 23 (N): 0.51, atom 24 (C): -1.30, atom 25 (C): 1.58, atom 26 (C): -0.87, atom 27 (C): -1.46, atom 28 (C): -0.82, atom 29 (C): -0.29, atom 30 (C): 0.03, atom 31 (C): -0.60, atom 32 (C): 2.07, atom 33 (C): 0.40, atom 34 (C): -1.01, atom 35 (C): -0.51, atom 36 (C): -0.41, atom 37 (C): 0.79, atom 38 (C): -0.52, atom 39 (C): -1.24, atom 40 (C): -1.15, atom 41 (C): -0.70, atom 42 (C): -0.15, atom 43 (C): -0.84, atom 44 (C): 0.00, atom 45 (C): -0.54, atom 46 (C): -0.27, atom 47 (C): 1.21, atom 48 (C): -0.88, atom 49 (C): -0.45, atom 50 (C): -1.37, atom 51 (C): 0.89, atom 52 (C): -0.03, atom 53 (C): -0.59, atom 54 (C): -1.53, atom 55 (C): -0.96, atom 56 (C): -0.71, atom 57 (C): -0.70, atom 58 (C): -0.17, atom 59 (C): 0.16, atom 60 (C): -0.98, atom 61 (C): -0.95, atom 62 (C): -0.55, atom 63 (C): -0.48, atom 64 (C): -0.70, atom 65 (C): -0.85, atom 66 (C): 0.29, atom 67 (C): -1.01, atom 68 (C): -0.19, atom 69 (C): -0.75, atom 70 (C): 1.28, atom 71 (C): -0.45, atom 72 (C): -0.36, atom 73 (C): 0.61, atom 74 (C): -0.90, atom 75 (C): -1.49, atom 76 (C): 0.50, atom 77 (C): -0.26, atom 78 (C): -0.31, atom 79 (C): -0.19, atom 80 (C): 0.24, atom 81 (C): -0.55, atom 82 (C): -1.01, atom 83 (C): 0.34, atom 84 (C): -0.41, atom 85 (C): -1.08, atom 86 (C): -0.24, atom 87 (C): -0.56, atom 88 (C): -0.34, atom 89 (C): -1.16, atom 90 (C): -0.57, atom 91 (C): -0.89, atom 92 (C): 0.66, atom 93 (H): -0.51, atom 94 (H): 0.36, atom 95 (H): 0.03, atom 96 (H): -0.46, atom 97 (H): -0.52, atom 98 (H): 0.43, atom 99 (H): 0.46